The following is a quantum chemistry calculation of a cluster of 2 separate species, C2O3 in total, from the OMol25 dataset.

Each line ends with the natural charge from an NBO analysis.
Positions of all 5 atoms, in Å:
1 C -0.5778 2.2100 2.9714  0.507
2 C 0.3237 -1.1196 -1.8074  1.010
3 O 1.2663 -1.0724 -1.2400  -0.494
4 O -0.6767 -1.2858 -2.2926  -0.516
5 O -0.3356 1.2678 2.3686  -0.507

Results
**Total charge**: 0

---

The following is a quantum chemistry calculation of a structure of composition C2O6S, from the OMol25 dataset.

Each line ends with the natural charge from an NBO analysis.
Positions of all 9 atoms, in Å:
1 C -1.9932 -0.0794 -0.5298  0.677
2 C -0.5047 -0.4292 -0.0805  0.690
3 O 1.9545 1.2516 0.0029  -0.880
4 O 2.9742 -0.6611 1.0682  -0.853
5 O -1.9194 0.9166 0.4205  -0.199
6 O -0.6426 0.4507 0.8942  -0.177
7 O -2.8360 -0.3397 -1.3023  -0.433
8 O 0.4561 -1.0728 -0.3114  -0.522
9 S 2.5112 -0.0368 -0.1619  1.697

Results
**Total charge**: 0

---

The following is a quantum chemistry calculation of a structure of composition C30H12BrCl85FO5P, from the OMol25 dataset.

Each line ends with the Löwdin charge.
Positions of all 135 atoms, in Å:
1 C -3.7123 4.1331 3.6342  -0.111
2 C -2.9723 4.0815 2.2168  -0.130
3 C -3.9799 3.8577 0.9446  -0.300
4 C -5.5390 3.7889 1.1595  -0.043
5 C -6.1956 5.3729 1.3134  -0.144
6 C -5.0985 6.5363 1.8400  -0.004
7 O -5.6697 6.4070 0.3423  -0.461
8 O -3.6761 2.4143 0.6917  -0.049
9 C -2.6558 2.0070 -0.2061  -0.407
10 O -2.2252 0.8493 -0.4095  0.078
11 C -2.2276 3.3648 -0.9344  -0.692
12 Br -2.6038 3.1595 -2.8702  0.674
13 P -0.3932 3.8657 -0.8259  0.885
14 O -0.0888 4.9520 -2.1126  -0.358
15 O -0.0076 4.5758 0.6896  -0.351
16 C -3.3789 4.4604 -0.4484  -0.576
17 F -2.5981 5.6682 -0.3880  -0.073
18 Cl -4.5031 4.5147 -1.9038  0.588
19 H -2.9434 3.7671 4.4206  0.073
20 H -4.6167 3.4506 3.7455  0.083
21 H -3.9212 5.2294 3.9246  -0.001
22 H -2.3910 5.0706 2.0608  0.111
23 H -2.1675 3.2593 2.2204  0.113
24 H -5.9090 3.2009 2.0576  0.120
25 H -6.0946 3.4519 0.2040  0.121
26 H -7.3238 5.4646 1.7129  0.149
27 H -4.0259 6.5133 1.4697  0.095
28 H -5.6007 7.4947 2.1901  0.106
29 H -0.7219 5.7127 -2.1240  0.067
30 H 0.5341 5.3750 0.4786  0.026
31 C 3.8900 3.4475 -0.2281  -1.971
32 Cl 5.4864 4.1890 0.0014  0.510
33 Cl 3.3248 2.7623 1.3095  0.505
34 Cl 2.7347 4.6813 -0.7744  0.535
35 Cl 4.0049 2.1624 -1.4464  0.489
36 C -2.8746 7.2507 6.3069  -2.000
37 Cl -3.1800 8.7531 7.2038  0.492
38 Cl -1.2516 6.6443 6.7005  0.521
39 Cl -4.0876 6.0335 6.7599  0.530
40 Cl -2.9793 7.5714 4.5612  0.544
41 C 2.6429 -1.9294 -1.9021  -1.992
42 Cl 1.6170 -0.7599 -1.0460  0.536
43 Cl 1.6177 -2.9979 -2.8856  0.500
44 Cl 3.7774 -1.0605 -2.9587  0.498
45 Cl 3.5568 -2.8972 -0.7144  0.483
46 C 4.6688 -5.6324 -4.3939  -1.958
47 Cl 5.2300 -7.2178 -3.8194  0.525
48 Cl 5.9757 -4.8345 -5.2993  0.501
49 Cl 3.2569 -5.8564 -5.4518  0.474
50 Cl 4.2067 -4.6282 -3.0043  0.426
51 C 5.9811 -7.2367 0.4458  -1.984
52 Cl 5.7032 -7.3860 2.1938  0.500
53 Cl 5.3089 -5.6961 -0.1317  0.478
54 Cl 7.7257 -7.2872 0.1162  0.519
55 Cl 5.1807 -8.5820 -0.3959  0.481
56 C 0.7541 1.6037 4.6439  -2.000
57 Cl -0.3196 0.7430 3.5198  0.530
58 Cl 0.2667 3.3107 4.7376  0.514
59 Cl 0.6382 0.8665 6.2561  0.482
60 Cl 2.4296 1.4987 4.0594  0.500
61 C -8.6006 6.8440 -1.7769  -1.977
62 Cl -9.0412 6.3438 -3.4264  0.496
63 Cl -9.1518 8.5107 -1.4980  0.518
64 Cl -9.3811 5.7593 -0.6034  0.522
65 Cl -6.8387 6.7608 -1.5774  0.645
66 C 3.9724 -2.1203 -7.5061  -2.004
67 Cl 5.5582 -1.3482 -7.2883  0.518
68 Cl 3.4259 -2.7947 -5.9574  0.458
69 Cl 2.7988 -0.9132 -8.0744  0.521
70 Cl 4.1084 -3.4250 -8.7050  0.521
71 C 3.6307 -12.0039 -1.8391  -2.005
72 Cl 3.6292 -10.4801 -2.7524  0.454
73 Cl 5.2867 -12.6421 -1.7541  0.534
74 Cl 3.0242 -11.7087 -0.1951  0.510
75 Cl 2.5818 -13.1813 -2.6562  0.493
76 C 5.8386 -11.3570 4.1583  -2.018
77 Cl 5.4606 -10.5608 2.6164  0.462
78 Cl 4.3367 -11.9423 4.9061  0.516
79 Cl 6.9286 -12.7292 3.8656  0.519
80 Cl 6.6282 -10.1947 5.2462  0.517
81 C -3.2439 12.6111 8.3086  -2.025
82 Cl -3.2859 12.7335 6.5367  0.514
83 Cl -4.2211 11.2209 8.8289  0.487
84 Cl -1.5659 12.3894 8.8475  0.518
85 Cl -3.9039 14.0984 9.0213  0.520
86 C 2.1062 -13.6306 -6.7590  -2.020
87 Cl 1.6808 -12.8724 -8.3086  0.517
88 Cl 0.6321 -14.2320 -5.9694  0.512
89 Cl 3.2183 -14.9857 -7.0481  0.518
90 Cl 2.8922 -12.4334 -5.7090  0.479
91 C -1.7180 0.0859 9.3298  -1.995
92 Cl -2.0178 -0.0566 11.0819  0.497
93 Cl -2.3463 1.6350 8.7287  0.493
94 Cl 0.0310 0.0117 9.0269  0.490
95 Cl -2.5228 -1.2506 8.4806  0.532
96 C 8.6884 -3.1641 -1.6239  -2.005
97 Cl 7.6067 -4.0525 -2.7201  0.485
98 Cl 8.1746 -1.4667 -1.5197  0.504
99 Cl 8.6275 -3.8959 -0.0067  0.503
100 Cl 10.3512 -3.2413 -2.2463  0.523
101 C -0.1627 -8.5769 -3.4097  -1.982
102 Cl 0.4219 -10.1484 -2.8266  0.499
103 Cl 1.1235 -7.7784 -4.3382  0.492
104 Cl -1.5849 -8.8180 -4.4472  0.533
105 Cl -0.6049 -7.5625 -2.0196  0.481
106 C -6.2961 1.8746 10.6671  -2.008
107 Cl -6.2462 3.4219 9.7931  0.507
108 Cl -4.6597 1.1873 10.7469  0.459
109 Cl -6.9074 2.1442 12.3135  0.520
110 Cl -7.3715 0.7467 9.8132  0.518
111 C 4.3776 4.1681 -5.3961  -1.995
112 Cl 4.4058 5.7093 -6.2803  0.524
113 Cl 6.0254 3.5035 -5.3197  0.481
114 Cl 3.7633 4.4383 -3.7509  0.490
115 Cl 3.3149 3.0205 -6.2394  0.519
116 C -3.5096 4.1003 -7.2215  -1.991
117 Cl -1.9612 3.9200 -8.0741  0.524
118 Cl -4.7242 3.0381 -7.9654  0.486
119 Cl -3.3009 3.6547 -5.5129  0.435
120 Cl -4.0528 5.7883 -7.3304  0.527
121 C 9.1957 3.3017 -1.9591  -2.004
122 Cl 9.7577 1.7126 -1.3993  0.506
123 Cl 10.4872 4.0942 -2.8868  0.525
124 Cl 7.7644 3.0938 -2.9929  0.467
125 Cl 8.7748 4.3070 -0.5558  0.500
126 C 0.1802 -8.4663 2.3053  -2.008
127 Cl -0.1402 -6.9440 3.1643  0.519
128 Cl 1.8086 -9.0485 2.7184  0.494
129 Cl -1.0232 -9.6823 2.7858  0.519
130 Cl 0.0770 -8.1909 0.5521  0.458
131 C -8.9784 2.4309 -7.1710  -2.017
132 Cl -7.7030 2.7423 -8.3681  0.480
133 Cl -9.2120 3.8769 -6.1656  0.502
134 Cl -10.4958 2.0403 -8.0088  0.518
135 Cl -8.5016 1.0643 -6.1407  0.520

Results
**Total charge**: 0

---

The following is a quantum chemistry calculation of a structure of composition C30H18BrF3IrN3OS, from the OMol25 dataset.

Each line ends with the Mulliken spin population.
Positions of all 58 atoms, in Å:
1 Ir 0.4617 -0.4578 -0.3239  0.912
2 Br 0.5338 -7.4241 2.3897  0.000
3 C 0.3340 -5.8020 1.4370  0.005
4 C -0.6417 -5.7038 0.4250  -0.003
5 C -0.8009 -4.5401 -0.2716  0.005
6 C -0.0121 -3.3953 0.0052  0.023
7 O -0.2373 -2.3260 -0.6809  0.044
8 C 0.9841 -3.5125 1.0193  -0.005
9 C 1.8838 -2.4795 1.3573  0.017
10 N 1.9163 -1.2782 0.8747  -0.052
11 C 2.9225 -0.3509 1.2468  -0.009
12 C 4.0372 -0.6238 1.9932  0.007
13 C 4.9673 0.3834 2.3121  -0.002
14 C 4.7978 1.6609 1.8695  0.001
15 C 3.6754 1.9780 1.0749  -0.003
16 C 3.4508 3.2716 0.5556  0.003
17 C 2.3473 3.5042 -0.2082  -0.001
18 C 1.4562 2.4502 -0.4614  0.015
19 N 1.6286 1.2321 -0.0043  -0.091
20 C 2.7370 0.9713 0.7698  0.029
21 C 1.1268 -4.7409 1.7212  -0.005
22 H -1.2680 -6.5583 0.2051  0.000
23 H -1.5483 -4.4505 -1.0491  0.000
24 H 2.6219 -2.7410 2.1128  0.000
25 H 4.2336 -1.6286 2.3404  0.000
26 H 5.8322 0.1317 2.9113  0.000
27 H 5.5144 2.4359 2.1088  0.000
28 H 4.1621 4.0607 0.7674  0.000
29 H 2.1434 4.4817 -0.6214  0.000
30 H 0.5709 2.6200 -1.0584  0.004
31 H 1.8822 -4.8257 2.4935  0.000
32 F -4.9764 -1.8496 0.0577  0.000
33 C -4.9732 -0.7536 0.8342  -0.001
34 F -5.3447 0.2786 0.0663  0.000
35 F -5.9152 -0.9157 1.7669  0.000
36 C -3.6136 -0.5351 1.4540  0.010
37 C -3.4856 -0.4791 2.8290  -0.005
38 C -2.2404 -0.2490 3.3929  0.009
39 C -1.1627 -0.1086 2.5466  -0.010
40 N -1.2687 -0.2010 1.2207  0.082
41 C -2.4672 -0.3972 0.6624  -0.028
42 S -2.5691 -0.5135 -1.0929  0.002
43 H -4.3595 -0.5999 3.4537  -0.001
44 H -2.1121 -0.1800 4.4631  0.001
45 H -0.1649 0.0737 2.9289  0.002
46 C -1.0607 0.3904 -1.4611  -0.005
47 C -1.1344 1.2851 -2.3363  0.035
48 C -1.2257 2.2994 -3.2926  -0.004
49 C -0.9177 2.0579 -4.6432  0.007
50 C -1.0130 3.0850 -5.5577  -0.004
51 C -1.4361 4.3455 -5.1448  0.008
52 C -1.7585 4.5949 -3.8126  -0.003
53 C -1.6424 3.5837 -2.8829  0.007
54 H -0.6063 1.0671 -4.9473  0.000
55 H -0.7646 2.9101 -6.5955  0.000
56 H -1.5189 5.1438 -5.8712  0.000
57 H -2.0951 5.5767 -3.5088  0.000
58 H -1.8867 3.7476 -1.8408  0.000

Results
**<S²>**: 0.755
**Total charge**: +1
**Multiplicity**: 2

---

The following is a quantum chemistry calculation of a structure of composition C30H18F6N9O10PtS2, from the OMol25 dataset.

Each line ends with the Mulliken spin population.
Positions of all 76 atoms, in Å:
1 Pt -0.4072 0.1344 -0.4541  1.494
2 N -0.2165 -3.3433 -3.0411  0.002
3 C -0.2002 -2.9073 -1.7857  -0.008
4 N -0.4442 -1.6088 -1.7887  0.029
5 C -0.6062 -1.3111 -3.1149  0.003
6 N -0.4721 -2.3416 -3.9052  0.000
7 C -0.9756 0.0452 -3.5129  -0.008
8 C -1.2174 0.4324 -4.8187  0.002
9 N -1.6536 1.6540 -5.1084  -0.005
10 C -1.8555 2.4770 -4.0915  0.004
11 C -1.5894 2.1095 -2.7753  -0.010
12 N -1.1429 0.8961 -2.4951  0.132
13 H -0.0754 -4.2804 -3.3847  0.000
14 H -0.0397 -3.5354 -0.9301  -0.003
15 H -1.0623 -0.2606 -5.6360  0.001
16 H -2.2486 3.4613 -4.3107  0.001
17 H -1.7626 2.7807 -1.9507  0.009
18 C -0.5753 4.1699 0.4363  0.041
19 C -1.2963 4.0600 1.6418  0.172
20 C -1.2949 2.8850 2.3837  -0.040
21 C -0.5912 1.7875 1.9216  0.166
22 C -0.0766 1.8276 0.5882  0.407
23 C 0.0789 3.0756 -0.0630  0.144
24 C -0.3401 0.5899 2.7359  0.076
25 C -0.3021 0.6767 4.1229  0.034
26 C 0.1440 -0.4089 4.8483  -0.011
27 C 0.5395 -1.5578 4.1779  0.021
28 C 1.2111 -2.6622 4.8691  -0.009
29 C 1.7922 -3.6611 4.2161  0.013
30 C 1.6775 -3.8076 2.7358  0.012
31 C 0.6888 -2.8597 2.0437  -0.024
32 C 0.3780 -1.5859 2.7916  0.032
33 N -0.0380 -0.5435 2.0836  0.123
34 H -0.5536 5.1139 -0.0941  0.007
35 H -1.8311 4.9206 2.0182  -0.009
36 H -1.8292 2.8436 3.3235  0.005
37 H 0.6511 3.1313 -0.9812  -0.001
38 H -0.5664 1.5990 4.6192  0.002
39 H 0.2325 -0.3511 5.9258  0.001
40 H 1.3012 -2.5898 5.9459  0.001
41 H 2.3757 -4.4076 4.7379  0.000
42 H 1.4415 -4.8430 2.4847  0.010
43 H -0.2448 -3.3735 1.8035  0.003
44 O 2.9458 -3.4793 2.0981  0.063
45 C 2.6812 -2.7190 1.0263  0.482
46 O 1.3486 -2.5703 0.8147  0.077
47 C 3.5900 -2.0434 0.2240  -0.077
48 C 4.9971 -2.2040 0.3088  0.166
49 C 5.7898 -1.4842 -0.5495  -0.030
50 C 5.3091 -0.6005 -1.5123  0.204
51 C 3.9290 -0.4626 -1.5591  -0.086
52 C 3.0737 -1.1414 -0.7373  0.045
53 N 3.3260 0.4687 -2.5377  0.004
54 O 4.0309 0.8993 -3.4134  -0.011
55 O 2.1306 0.7152 -2.4213  0.019
56 N 7.2606 -1.6616 -0.4487  0.001
57 O 7.9448 -1.0190 -1.2124  -0.009
58 O 7.6674 -2.4717 0.3550  -0.002
59 H 5.4491 -2.8649 1.0332  0.017
60 H 5.9701 -0.0615 -2.1712  0.014
61 H 2.0130 -0.9668 -0.8068  0.184
62 F -4.2755 -0.7820 -1.8400  0.000
63 C -4.7594 -0.7123 -0.5979  0.004
64 F -4.6655 -1.9129 -0.0335  0.000
65 F -6.0221 -0.3384 -0.6376  0.002
66 S -3.7304 0.4731 0.3867  0.032
67 O -2.4232 -0.2045 0.2657  0.069
68 O -4.2690 0.4956 1.7048  0.010
69 N -3.6316 1.8186 -0.3755  0.007
70 S -4.9039 2.6409 -0.9119  -0.001
71 O -6.0617 2.5054 -0.0917  0.000
72 O -4.9926 2.5354 -2.3350  0.000
73 C -4.2963 4.3540 -0.6098  -0.001
74 F -5.2187 5.2077 -1.0183  0.000
75 F -3.1653 4.5993 -1.2934  0.001
76 F -4.0447 4.5564 0.6842  0.000

Results
**<S²>**: 6.072
**Total charge**: +1
**Multiplicity**: 5

---

The following is a quantum chemistry calculation of a structure of composition C30H18IrN9S, from the OMol25 dataset.

Each line ends with the Mulliken spin population.
Positions of all 59 atoms, in Å:
1 Ir -0.7869 0.5428 -0.3436  0.021
2 C 0.7196 3.9151 1.9450  0.025
3 C 0.4957 3.5973 3.2711  -0.011
4 C -0.2277 2.4520 3.5479  0.058
5 C -0.6595 1.6099 2.5235  -0.039
6 N -0.4000 1.9126 1.2099  0.015
7 C 0.2366 3.0714 0.9631  0.027
8 N -1.3381 0.5023 2.9548  0.148
9 C -1.8290 -0.4736 2.2986  -0.067
10 N -1.7954 -0.6242 0.9134  0.125
11 C -2.3635 -1.8254 0.6188  -0.050
12 N -2.4643 -2.3499 -0.5830  0.322
13 C -2.0199 -1.9009 -1.7638  -0.004
14 C -2.3049 -2.7558 -2.8473  0.170
15 C -1.9129 -2.4311 -4.1343  -0.033
16 C -1.2602 -1.2321 -4.3196  0.115
17 C -1.0066 -0.4135 -3.2149  0.100
18 N -1.3362 -0.7140 -1.9584  0.043
19 C -2.8241 -2.4790 1.8304  -0.007
20 C -3.4589 -3.6937 2.0417  0.001
21 C -3.7708 -4.0215 3.3532  -0.012
22 C -3.4341 -3.1762 4.4116  0.026
23 C -2.7700 -1.9705 4.1979  -0.016
24 C -2.4874 -1.6349 2.8909  0.008
25 H 1.2532 4.8106 1.6586  0.000
26 H 0.8568 4.2343 4.0677  0.000
27 H -0.4874 2.1598 4.5553  0.000
28 H 0.3678 3.3576 -0.0663  0.007
29 H -2.8405 -3.6663 -2.6174  -0.001
30 H -2.1198 -3.0915 -4.9661  0.003
31 H -0.9390 -0.9090 -5.3003  -0.003
32 H -0.5086 0.5252 -3.3863  0.040
33 H -3.6928 -4.3539 1.2174  -0.001
34 H -4.2705 -4.9560 3.5691  0.000
35 H -3.6847 -3.4781 5.4198  0.000
36 H -2.4820 -1.3250 5.0165  0.000
37 S 6.3763 1.3169 -2.2711  0.000
38 N 5.0816 2.0987 -2.8059  0.000
39 C 4.0318 1.5892 -2.1873  0.000
40 C 2.6565 2.0162 -2.3438  0.004
41 C 2.2298 3.0488 -3.1854  -0.001
42 C 0.8849 3.3784 -3.2137  -0.003
43 C -0.0013 2.6684 -2.4089  -0.003
44 N 0.4060 1.6740 -1.6142  -0.009
45 C 1.7045 1.3517 -1.5779  0.005
46 C 2.0430 0.2885 -0.6745  0.003
47 N 1.0228 -0.2989 0.0130  -0.003
48 C 1.2760 -1.2656 0.8907  -0.001
49 C 2.5749 -1.7007 1.1361  -0.003
50 C 3.6217 -1.1338 0.4423  0.000
51 C 3.3580 -0.1224 -0.4900  0.000
52 C 4.3746 0.5505 -1.2782  0.000
53 N 5.6723 0.3098 -1.2389  0.000
54 H 2.9589 3.5742 -3.7905  0.000
55 H 0.5144 4.1744 -3.8446  0.000
56 H -1.0588 2.9063 -2.3995  -0.001
57 H 0.4327 -1.7075 1.4022  0.001
58 H 2.7396 -2.4825 1.8640  0.000
59 H 4.6458 -1.4497 0.6010  0.000

Results
**<S²>**: 0.814
**Total charge**: +3
**Multiplicity**: 2

---

| no. | total energy (eV) | largest force on an atom (eV/A) |
| --- | --- | --- |
| 1 | -8216.4884 | 7.75 |
| 2 | -25189.9177 | 3.15 |
| 3 | -1187982.2288 | 5.76 |
| 4 | -129782.8748 | 1.45 |
| 5 | -106493.3792 | 0.37 |
| 6 | -58463.5092 | 1.10 |